# 1
Entry from OMol25: a structure of composition C25H27BCrF3N8O5S (the ωB97M-V functional and the def2-TZVPD basis).

Calculated values
**HOMO (alpha / beta)**: -7.84 / -8.41 eV
**<S²>**: 8.799
**HOMO-LUMO gap (alpha / beta)**: 0.2458 / 0.1621 Eh

```
! wB97M-V def2-TZVPD RIJCOSX def2/J DEFGRID3
* xyz 0 6
Cr 0.08796 0.98459 -0.41601
C 2.71977 3.32215 -0.88028
C 3.09394 1.92866 -0.49706
C 4.34280 1.42636 -0.12758
C 4.11842 0.09147 0.13726
N 2.82737 -0.18814 -0.08916
N 2.19039 0.95222 -0.45023
B 1.96846 -1.50471 0.00453
N 1.10436 -1.58971 -1.29309
C 1.03279 -2.58835 -2.18530
C 0.12233 -2.24296 -3.16008
C -0.34871 -0.98180 -2.78683
C -1.38596 -0.13929 -3.44688
N 0.25332 -0.60474 -1.66216
N 1.07710 -1.35215 1.25724
C 0.75346 -2.22891 2.22377
C -0.10826 -1.61322 3.09845
C -0.29195 -0.32831 2.58077
C -1.17244 0.75310 3.11302
N 0.42199 -0.17513 1.46815
N 2.80845 -2.78181 0.03205
C 4.09980 -3.07075 -0.25981
C 4.26986 -4.42811 -0.16324
C 2.99910 -4.92072 0.19254
C 2.57809 -6.33559 0.43044
N 2.13150 -3.93086 0.29825
H 3.60733 3.89118 -1.15053
H 2.22415 3.83408 -0.05486
H 2.04043 3.31948 -1.73455
H 5.27370 1.96058 -0.05150
H 4.80333 -0.64429 0.51164
H 1.61900 -3.48166 -2.06397
H -0.17501 -2.82428 -4.01510
H -1.49435 -0.42469 -4.49193
H -1.11873 0.91756 -3.40292
H -2.34492 -0.26761 -2.94434
H 1.14743 -3.22762 2.21623
H -0.56926 -2.03997 3.97184
H -1.16161 0.74804 4.20282
H -2.20111 0.60579 2.77847
H -0.82430 1.72804 2.77544
H 4.80685 -2.33172 -0.58401
H 5.17404 -4.98512 -0.34083
H 3.42190 -7.01281 0.30803
H 1.79455 -6.62967 -0.26802
H 2.18110 -6.45770 1.43825
C -4.07711 2.30159 -0.90867
C -2.63841 2.43809 -0.53637
O -1.86022 1.55721 -0.87386
C -2.14618 3.64065 0.20844
C -2.92738 4.76016 0.32332
C -2.48983 5.91555 0.99763
C -1.22957 5.96075 1.60569
C -0.40774 4.87615 1.51454
C -0.80447 3.68532 0.78786
O 0.02647 2.76175 0.70665
H -4.36677 1.30474 -0.57441
H -4.16375 2.33996 -1.99624
H -4.73691 3.03118 -0.45280
H -3.91358 4.77176 -0.11604
H -3.14803 6.77170 1.05312
H -0.91530 6.84674 2.13983
H 0.57514 4.85102 1.96586
F -4.36685 -0.99338 -1.68504
C -4.34775 -1.89667 -0.67354
F -5.61195 -2.05060 -0.26539
F -3.93215 -3.05686 -1.18756
S -3.24660 -1.32732 0.69060
O -3.81738 -0.02780 1.02988
O -3.39693 -2.34867 1.69024
O -1.95526 -1.24394 0.03730
*
```

=====

# 2
Entry from OMol25: a structure of composition C25H27BCuF2N2O4S2 (the ωB97M-V functional and the def2-TZVPD basis).

Calculated values
**HOMO**: -4.25 eV
**Energy above the lowest of the compared OMol25 structures with the same formula, charge and spin**: 0.00 kcal/mol
**HOMO-LUMO gap**: 0.2445 Eh

```
! wB97M-V def2-TZVPD RIJCOSX def2/J DEFGRID3
* xyz -1 1
Cu -1.65626 2.33647 -0.77476
C -1.08704 -1.69134 -2.02837
C -1.79621 -0.47608 -1.43283
O -3.01161 -0.55534 -1.22548
O -1.04139 0.51781 -1.16622
H -1.70867 -2.13355 -2.80544
H -0.96454 -2.44481 -1.24680
H -0.10082 -1.44038 -2.41177
F -3.26202 4.79780 -0.27718
B -2.17723 4.23776 -0.87920
F -1.50393 5.21792 -1.55367
O 2.45241 3.42976 -0.34882
S 2.13345 2.04110 -0.76600
C 3.68149 1.28625 -1.28753
C 4.69599 2.10231 -1.76462
C 5.89437 1.52807 -2.15414
C 6.07025 0.15093 -2.06134
C 5.05264 -0.65153 -1.56777
C 3.84795 -0.08397 -1.16728
C 1.38958 2.15746 -2.39880
C 0.84288 3.37726 -2.74710
C 0.16820 3.49009 -3.95737
C 0.04571 2.39127 -4.79035
C 0.59248 1.16607 -4.41945
C 1.26170 1.04325 -3.21597
H 4.53165 3.17183 -1.80923
H 6.69519 2.15258 -2.52996
H 7.00933 -0.29392 -2.36607
H 5.19532 -1.72099 -1.48011
H 3.05561 -0.70146 -0.75612
H 0.91874 4.21238 -2.06582
H -0.28861 4.43418 -4.22162
H -0.49392 2.47825 -5.72518
H 0.48102 0.30273 -5.06346
H 1.67125 0.08866 -2.91113
C -3.65672 -0.17842 4.23965
C -4.16181 -0.50943 2.84082
C -3.33715 0.15473 1.74601
N -1.98792 -0.39437 1.68979
C -0.86999 0.33175 1.76418
S -0.79112 1.95587 2.07858
N 0.34418 -0.33161 1.51581
C 0.70376 -1.65635 1.46163
O 1.68321 -2.00393 0.82355
C -0.04601 -2.65428 2.29352
C -0.24242 -3.93111 1.78217
C -0.90162 -4.88724 2.53989
C -1.33746 -4.57622 3.82034
C -1.11422 -3.30943 4.34419
C -0.47604 -2.34639 3.58005
H -4.24202 -0.68590 5.00896
H -3.70661 0.89611 4.42335
H -2.61543 -0.47901 4.35429
H -5.19789 -0.17863 2.72952
H -4.16422 -1.59401 2.68659
H -3.24583 1.22508 1.92311
H -3.77594 0.01154 0.75718
H -1.92333 -1.29053 1.23240
H 1.01800 0.29261 1.08163
H 0.12614 -4.15918 0.79083
H -1.07177 -5.87541 2.13293
H -1.84939 -5.32327 4.41363
H -1.44661 -3.06852 5.34573
H -0.30872 -1.35325 3.97660
*
```

=====

# 3
Entry from OMol25: a structure of composition C25H27BN5O6S2Tl in a non-equilibrium geometry (the ωB97M-V functional and the def2-TZVPD basis).

Calculated values
**HOMO**: -7.23 eV
**Energy above the lowest of the compared OMol25 structures with the same formula, charge and spin**: 1.04 kcal/mol
**HOMO-LUMO gap**: 0.2835 Eh

```
! wB97M-V def2-TZVPD RIJCOSX def2/J DEFGRID3
* xyz 0 1
Tl 0.83596 -0.51925 0.52239
C -2.25934 -4.16491 0.30409
C -1.94753 -2.77484 0.77231
O -0.81465 -2.30444 0.84215
N -3.01909 -2.04364 1.18080
C -2.85455 -0.81552 1.90627
C -2.92653 0.43360 1.01085
C -3.86945 1.43047 1.24786
C -3.82693 2.56856 0.49258
C -2.90584 2.67724 -0.54330
C -2.05021 1.60140 -0.77729
N -2.06464 0.52288 0.00279
H -1.63099 -4.41682 -0.49409
H -3.29296 -4.33142 0.02768
H -2.03215 -4.81487 1.14366
H -3.89886 -2.44898 1.11961
H -1.89031 -0.75165 2.40829
H -3.65176 -0.75573 2.65685
H -4.52838 1.35977 2.07810
H -4.42056 3.43079 0.77092
H -2.82328 3.60486 -1.09549
H -1.27377 1.63556 -1.56597
C 1.14238 -5.37251 -1.99419
C 1.34398 -3.94246 -1.69990
N 1.50175 -3.44487 -0.54175
O 1.36162 -4.35075 0.50108
C 1.49457 -3.00066 -2.85662
C 2.29157 -3.39100 -4.04876
N 0.80782 -1.92694 -2.78317
O 0.92347 -1.17484 -4.00097
H 0.23571 -5.70362 -1.45145
H 1.95489 -5.97450 -1.64564
H 0.95884 -5.64008 -3.01612
H 1.57482 -3.78869 1.28117
H 1.59537 -3.64661 -4.84143
H 2.92639 -4.23037 -3.80981
H 2.89157 -2.53055 -4.37192
S 2.01741 -2.06495 2.87209
C 1.21327 -0.76824 3.61264
N 0.14891 -0.15579 3.16813
C -0.12228 1.02444 3.89231
C -1.02449 2.00862 3.48411
C -1.12675 3.19715 4.23287
C -0.24474 3.40772 5.30594
C 0.65169 2.42743 5.71389
C 0.70445 1.22604 4.98909
S 1.87021 -0.05672 5.12757
H -1.62742 1.86920 2.60803
H -1.76583 3.96761 3.89504
H -0.39311 4.32690 5.87403
H 1.26911 2.65901 6.57891
O 0.28070 3.37355 0.08459
H 1.21663 3.54687 -0.15950
H 0.35560 2.99154 0.97407
O 0.82680 1.25567 -4.36263
B 1.29368 0.09702 -3.71449
O 2.25357 0.37389 -2.75055
C 2.38570 1.73342 -2.76199
C 3.27945 2.47234 -2.02921
C 3.32127 3.86494 -2.37912
C 2.55543 4.36265 -3.40253
C 1.66114 3.56276 -4.12262
C 1.57033 2.27281 -3.74551
H 3.89104 2.08281 -1.21082
H 3.97586 4.54355 -1.85516
H 2.65511 5.38740 -3.74970
H 1.04836 4.00572 -4.90106
*
```